1.
The molecule C24H40N2O4, computed with wB97M-V/def2-TZVPD.

Properties
- HOMO-LUMO gap (eV) = 8.66
- HOMO level (eV) = -7.89
- SMILES string = C[C@H]1CCCCN1C[C@H](O)COc1ccc(OC[C@H](O)CN2CCCC[C@@H]2C)cc1

Atoms and positions in Å:
C 1.449 0.319 -3.002
C 0.527 0.488 -4.212
C 1.298 0.419 -5.542
C 1.769 -1.002 -5.846
C 0.583 -1.961 -5.796
C -0.136 -1.830 -4.447
N -0.562 -0.475 -4.149
C -1.784 -0.099 -4.829
C -3.006 -0.536 -3.987
O -3.953 -1.269 -4.730
C -3.693 0.680 -3.325
O -2.802 1.657 -2.850
C -2.035 1.405 -1.746
C -2.137 0.291 -0.921
C -1.307 0.164 0.175
C -0.361 1.139 0.481
O 0.403 0.908 1.589
C 1.432 1.820 1.898
C 2.213 1.304 3.123
O 2.956 0.167 2.794
C 1.271 1.025 4.334
N 1.029 -0.402 4.452
C -0.333 -0.812 4.165
C -1.307 -0.506 5.309
C -0.815 -1.164 6.595
C 0.623 -0.734 6.879
C 1.514 -1.051 5.668
C 2.982 -0.740 5.951
C -0.268 2.260 -0.336
C -1.097 2.385 -1.434
H 2.119 1.172 -2.932
H 2.049 -0.582 -3.071
H 0.849 0.269 -2.098
H 0.070 1.481 -4.124
H 2.150 1.100 -5.505
H 0.638 0.752 -6.348
H 2.517 -1.310 -5.114
H 2.239 -1.033 -6.832
H 0.917 -2.991 -5.933
H -0.109 -1.724 -6.608
H -1.018 -2.475 -4.429
H 0.533 -2.155 -3.647
H -1.807 0.986 -4.958
H -1.874 -0.561 -5.825
H -2.652 -1.229 -3.221
H -4.284 -0.716 -5.448
H -4.284 1.203 -4.087
H -4.378 0.341 -2.538
H -2.858 -0.486 -1.117
H -1.378 -0.704 0.812
H 1.016 2.813 2.125
H 2.129 1.907 1.055
H 2.935 2.087 3.385
H 2.354 -0.582 2.953
H 0.338 1.573 4.181
H 1.740 1.416 5.237
H -0.649 -0.318 3.245
H -0.321 -1.893 3.986
H -2.303 -0.870 5.050
H -1.372 0.575 5.455
H -1.463 -0.894 7.432
H -0.850 -2.251 6.482
H 1.006 -1.252 7.760
H 0.651 0.340 7.080
H 1.433 -2.129 5.464
H 3.389 -1.488 6.626
H 3.102 0.234 6.421
H 3.554 -0.751 5.027
H 0.448 3.041 -0.132
H -1.029 3.253 -2.070



2.
A structure of composition C24H41As3F3IN4PdS, computed with wB97M-V/def2-TZVPD.

Properties
- HOMO-LUMO gap (alpha / beta) (eV) = 7.65 / 6.43
- HOMO level (alpha / beta) (eV) = -12.71 / -12.91
- total charge = +2
- <S²> = 2.009
- spin multiplicity = 3

Atoms and positions in Å:
Pd -0.090 -0.001 0.012
C -0.730 0.332 4.115
As 0.264 -0.284 2.580
C 2.007 0.459 2.983
C 0.700 -2.152 2.949
C -0.347 -3.262 2.746
C 0.330 -4.571 3.182
C -0.719 -3.462 1.264
As -1.531 -2.035 0.220
C -3.252 -1.667 1.044
C -2.121 -3.077 -1.302
C -1.607 -3.022 3.596
As -1.333 -3.022 5.560
C -1.777 -4.891 5.912
C -3.111 -2.316 5.956
H -1.779 0.060 4.056
H -0.639 1.415 4.172
H -0.274 -0.131 4.988
H 2.370 0.004 3.905
H 1.927 1.534 3.120
H 2.696 0.236 2.171
H 1.022 -2.150 3.992
H 1.588 -2.356 2.346
H 1.211 -4.777 2.569
H -0.357 -5.415 3.091
H 0.659 -4.514 4.221
H -1.424 -4.292 1.181
H 0.170 -3.735 0.688
H -3.622 -2.570 1.524
H -3.947 -1.376 0.257
H -3.179 -0.868 1.778
H -2.881 -3.772 -0.947
H -1.288 -3.640 -1.719
H -2.547 -2.431 -2.066
H -2.365 -3.777 3.363
H -2.052 -2.052 3.365
H -0.925 -5.536 5.713
H -2.630 -5.213 5.315
H -2.033 -4.979 6.968
H -3.167 -1.256 5.708
H -3.291 -2.423 7.025
H -3.884 -2.860 5.412
C 3.977 -1.900 -3.725
N 3.203 -2.078 -2.499
C 2.777 -1.078 -1.741
N 2.992 0.163 -2.180
S 2.001 -1.413 -0.226
H 4.103 -2.868 -4.197
H 4.964 -1.484 -3.513
H 3.441 -1.253 -4.422
H 3.078 -3.003 -2.119
H 3.548 0.354 -2.996
H 2.743 0.933 -1.582
F -0.438 1.468 -7.097
C -0.273 0.248 -6.590
F 0.901 -0.231 -7.027
F -1.237 -0.543 -7.061
C -0.287 0.262 -5.076
C -0.367 1.441 -4.365
C -0.337 1.376 -2.981
N -0.230 0.231 -2.308
C -0.170 -0.908 -3.013
C -0.196 -0.941 -4.390
H -0.447 2.395 -4.868
H -0.396 2.282 -2.392
H -0.069 -1.819 -2.442
H -0.145 -1.884 -4.918
I 0.987 2.669 0.228
C -1.090 2.844 0.161
C -1.703 4.078 0.215
C -3.091 4.088 0.152
C -3.776 2.889 0.031
C -3.056 1.710 -0.014
N -1.718 1.679 0.058
H -1.129 4.989 0.302
H -3.626 5.028 0.195
H -4.855 2.863 -0.028
H -3.553 0.756 -0.112



3.
A cluster of 4 separate species, C24H41BF3N3O8P in total at a distorted geometry, computed with wB97M-V/def2-TZVPD.

Properties
- HOMO-LUMO gap (eV) = 7.73
- HOMO level (eV) = -11.33
- total charge = +1

Atoms and positions in Å:
C 0.913 3.938 2.204
B -0.621 3.943 1.884
O -1.232 5.147 1.559
C -1.570 2.662 1.870
C -2.380 2.385 3.184
C -2.293 0.908 3.363
P -3.279 0.139 4.698
N -4.548 -0.533 4.056
N -1.518 0.351 2.518
C -1.223 -1.077 2.528
C 0.153 -1.332 3.161
C 0.214 -1.012 4.604
F 0.566 0.261 4.922
C -0.026 -1.845 5.614
F -0.105 -1.435 6.882
F -0.195 -3.159 5.483
C -0.952 1.317 1.554
C -0.897 0.835 0.115
C -2.111 1.220 -0.716
O -3.273 0.873 0.061
C -2.158 0.517 -2.071
N -3.448 0.731 -2.748
H 1.330 4.855 1.796
H 1.109 3.992 3.274
H 1.470 3.119 1.754
H -1.369 5.151 0.606
H -2.373 2.954 1.201
H -3.381 2.776 3.060
H -1.964 2.788 4.111
H -3.666 1.135 5.613
H -2.487 -0.838 5.323
H -4.584 -0.419 3.049
H -1.188 -1.454 1.516
H -1.985 -1.645 3.053
H 0.515 -2.325 2.933
H 0.852 -0.662 2.665
H 0.100 1.369 1.851
H -0.016 1.237 -0.375
H -0.817 -0.235 0.082
H -2.137 2.302 -0.888
H -3.919 1.576 0.019
H -2.054 -0.549 -1.917
H -1.370 0.854 -2.737
H -4.135 0.104 -2.358
H -3.777 1.650 -2.468
O 1.119 -1.150 0.351
C 1.590 -1.144 -0.761
O 0.810 -1.068 -1.842
C 1.605 -1.186 -3.041
C 3.010 -0.782 -2.612
C 3.043 -1.249 -1.157
H 1.546 -2.218 -3.389
H 1.191 -0.536 -3.807
H 3.789 -1.214 -3.235
H 3.113 0.303 -2.647
H 3.357 -2.291 -1.067
H 3.663 -0.614 -0.536
O -1.383 -2.526 -3.168
C -2.509 -2.897 -3.333
O -3.567 -2.047 -3.370
C -4.792 -2.802 -3.473
C -4.390 -4.150 -4.051
C -2.985 -4.329 -3.485
H -5.227 -2.889 -2.475
H -5.485 -2.263 -4.115
H -5.080 -4.950 -3.793
H -4.341 -4.086 -5.138
H -2.995 -4.798 -2.500
H -2.332 -4.880 -4.155
O 4.560 2.218 -1.788
C 5.598 1.641 -1.638
O 5.664 0.409 -1.076
C 7.042 0.008 -0.923
C 7.811 0.844 -1.937
C 6.989 2.132 -1.976
H 7.348 0.211 0.104
H 7.126 -1.060 -1.111
H 8.855 0.989 -1.667
H 7.781 0.361 -2.914
H 7.303 2.843 -1.211
H 7.002 2.606 -2.953



- Number 3 is which compound?
  C24H41BF3N3O8P